No. 1
Formula: C30H24AuClN3O8P
Source: OMol25
Level of theory: wB97M-V/def2-TZVPD

Properties
**Spin multiplicity**: 3
**Maximum force**: 1.3 eV/Å
**E_HOMO (alpha / beta)**: -7.205 / -8.887 eV
**Orbital gap (alpha / beta)**: 5.631 / 6.992 eV
**DFT total energy**: -2860.649803 hartree

Last column: Löwdin spin population.
Element x y z (Å)
Au (-0.389, 3.123, 1.134)  0.04
C (0.243, -3.677, -5.607)  0.00
O (0.683, -2.410, -5.143)  0.04
C (1.586, -2.399, -4.129)  0.08
C (1.993, -1.137, -3.686)  -0.01
C (2.880, -1.017, -2.643)  0.08
C (3.404, -2.170, -2.024)  0.04
C (3.030, -3.424, -2.505)  0.09
C (2.113, -3.544, -3.537)  -0.01
N (4.257, -2.120, -0.941)  0.59
N (4.498, -1.016, -0.337)  0.52
C (3.678, -0.300, 0.419)  0.02
C (4.117, 0.974, 0.847)  0.16
C (3.267, 1.850, 1.478)  -0.04
C (1.928, 1.542, 1.699)  0.16
O (1.120, 2.438, 2.272)  0.03
C (1.461, 0.235, 1.365)  0.02
N (0.168, -0.077, 1.643)  0.05
C (-0.210, -1.344, 1.559)  -0.02
C (0.646, -2.377, 1.205)  0.05
C (1.923, -2.056, 0.797)  -0.01
C (2.349, -0.730, 0.831)  0.05
H (-0.437, -3.479, -6.429)  0.00
H (-0.286, -4.222, -4.821)  0.00
H (1.078, -4.280, -5.968)  0.00
H (1.592, -0.265, -4.188)  0.00
H (3.181, -0.039, -2.289)  0.01
H (3.457, -4.306, -2.042)  0.00
H (1.818, -4.528, -3.870)  0.00
H (5.132, 1.263, 0.609)  0.01
H (3.602, 2.837, 1.764)  0.00
H (-1.251, -1.549, 1.783)  0.00
H (0.303, -3.402, 1.228)  0.00
H (2.604, -2.836, 0.485)  0.00
O (-3.941, 3.380, -0.708)  0.00
C (-3.066, 3.240, 0.102)  0.00
O (-1.865, 3.810, -0.024)  0.03
C (-3.208, 2.398, 1.356)  0.00
P (-1.712, 1.293, 1.469)  0.02
C (-2.073, 0.634, 3.113)  0.00
C (-1.238, 1.037, 4.152)  0.00
C (-1.595, 0.768, 5.465)  0.00
C (-2.773, 0.085, 5.741)  0.00
C (-3.591, -0.338, 4.702)  0.00
C (-3.253, -0.051, 3.388)  0.00
C (-2.008, 0.402, -0.082)  0.00
C (-1.165, 0.672, -1.158)  0.00
C (-1.484, 0.195, -2.421)  0.00
C (-2.618, -0.582, -2.607)  0.00
C (-3.443, -0.874, -1.529)  0.00
C (-3.155, -0.364, -0.274)  0.00
H (-4.142, 1.841, 1.337)  0.00
H (-3.202, 3.062, 2.223)  0.00
H (-0.313, 1.558, 3.928)  0.00
H (-0.954, 1.097, 6.273)  0.00
H (-3.058, -0.115, 6.766)  0.00
H (-4.504, -0.879, 4.916)  0.00
H (-3.911, -0.369, 2.590)  0.00
H (-0.270, 1.271, -1.030)  0.00
H (-0.855, 0.456, -3.260)  0.00
H (-2.864, -0.955, -3.592)  0.00
H (-4.332, -1.475, -1.674)  0.00
H (-3.831, -0.567, 0.547)  0.00
O (0.738, 4.994, 0.890)  0.00
Cl (1.814, 4.774, -0.160)  0.00
O (1.718, 5.806, -1.137)  0.00
O (3.089, 4.764, 0.490)  0.00
O (1.527, 3.475, -0.754)  0.00



No. 2
Formula: C30H24AuFIN5O5
Source: OMol25
Level of theory: wB97M-V/def2-TZVPD

Properties
**Spin multiplicity**: 1
**Maximum force**: 2.2 eV/Å
**E_HOMO (alpha / beta)**: -13.336 / -13.336 eV
**Orbital gap (alpha / beta)**: 4.607 / 4.608 eV
**DFT total energy**: -2340.294597 hartree
**Total charge**: +2

Last column: Mulliken charge in e.
Element x y z (Å)
Au (0.156, 0.857, -1.213)  1.52
C (-1.878, -3.345, 4.864)  -1.33
C (-2.679, -3.576, 3.583)  -0.22
C (-2.924, -5.053, 3.303)  -1.08
C (-1.610, -5.771, 3.014)  -1.15
C (-0.813, -5.049, 1.965)  0.98
C (0.129, -5.717, 1.217)  -0.61
C (0.850, -5.055, 0.226)  -0.22
F (1.741, -5.737, -0.491)  -0.33
C (0.657, -3.727, -0.036)  -1.19
C (-0.284, -3.013, 0.721)  0.85
C (-0.474, -1.595, 0.459)  1.88
O (0.265, -1.076, -0.469)  -0.80
C (-1.447, -0.964, 1.234)  -0.22
C (-2.162, -1.679, 2.174)  -0.50
N (-1.964, -2.959, 2.441)  0.10
C (-1.024, -3.672, 1.722)  -0.35
C (-1.757, 0.537, 1.162)  0.08
O (-2.806, 0.905, 1.644)  -0.59
O (-0.835, 1.279, 0.654)  -0.65
H (-2.374, -3.852, 5.691)  0.39
H (-1.820, -2.284, 5.104)  0.39
H (-0.864, -3.736, 4.779)  0.39
H (-3.636, -3.062, 3.668)  0.49
H (-3.611, -5.168, 2.462)  0.35
H (-3.400, -5.489, 4.180)  0.43
H (-1.805, -6.791, 2.686)  0.51
H (-1.017, -5.846, 3.929)  0.37
H (0.312, -6.771, 1.385)  0.57
H (1.219, -3.234, -0.814)  0.55
H (-2.925, -1.160, 2.741)  0.57
O (1.283, 8.726, 0.151)  -0.44
C (1.305, 7.511, 0.693)  0.59
O (1.668, 7.329, 1.817)  -0.51
C (0.872, 6.332, -0.154)  0.69
C (0.924, 6.301, -1.544)  -1.18
C (0.651, 5.133, -2.229)  -0.97
C (0.290, 3.976, -1.532)  1.36
C (0.201, 4.022, -0.137)  -0.65
C (0.498, 5.185, 0.539)  -0.85
N (0.064, 2.755, -2.202)  -0.03
C (-0.242, 2.659, -3.442)  0.23
C (-0.385, 1.364, -4.070)  0.21
C (-0.613, 1.206, -5.427)  -0.89
C (-0.709, -0.079, -5.949)  -0.29
C (-0.587, -1.165, -5.096)  -0.83
C (-0.374, -0.931, -3.744)  0.02
N (-0.275, 0.298, -3.260)  -0.38
H (0.933, 8.771, -0.744)  0.31
H (1.219, 7.174, -2.112)  0.27
H (0.760, 5.122, -3.306)  0.31
H (-0.127, 3.153, 0.413)  0.87
H (0.475, 5.214, 1.620)  0.52
H (-0.405, 3.542, -4.053)  0.51
H (-0.708, 2.071, -6.070)  0.45
H (-0.881, -0.229, -7.006)  0.48
H (-0.651, -2.178, -5.465)  0.44
H (-0.285, -1.744, -3.033)  0.45
I (5.808, 2.898, 1.384)  0.20
C (4.321, 1.742, 0.509)  -0.87
C (4.386, 0.390, 0.240)  0.05
N (3.211, 0.051, -0.317)  -0.18
N (2.392, 1.105, -0.426)  0.10
C (3.050, 2.143, 0.073)  -0.32
H (5.187, -0.309, 0.408)  0.48
H (2.914, -0.860, -0.619)  0.19
H (2.610, 3.125, 0.105)  0.45



No. 3
Formula: C30H24AuNP2Se4Te
Source: OMol25
Level of theory: wB97M-V/def2-TZVPD

Properties
**Spin multiplicity**: 3
**Maximum force**: 0.4 eV/Å
**E_HOMO (alpha / beta)**: -7.235 / -7.609 eV
**Orbital gap (alpha / beta)**: 6.981 / 5.567 eV
**DFT total energy**: -11904.498601 hartree

Last column: Löwdin spin population.
Element x y z (Å)
Au (-0.466, 0.079, -0.244)  0.29
Te (-1.080, 5.020, 0.042)  0.00
C (0.486, 6.126, 0.985)  0.00
C (0.499, 6.334, 2.359)  0.00
C (1.583, 6.983, 2.934)  0.00
N (2.623, 7.435, 2.240)  0.00
C (2.597, 7.256, 0.923)  0.00
C (1.561, 6.619, 0.254)  0.00
C (-0.300, 3.125, 0.218)  0.01
P (0.479, 2.160, -1.004)  0.15
C (2.284, 2.162, -0.817)  0.02
C (3.062, 1.120, -1.312)  0.01
C (4.437, 1.141, -1.144)  0.00
C (5.041, 2.202, -0.483)  0.00
C (4.269, 3.244, 0.012)  0.00
C (2.893, 3.222, -0.151)  0.01
C (0.175, 2.822, -2.652)  0.03
C (1.174, 3.427, -3.407)  0.01
C (0.864, 3.984, -4.639)  0.00
C (-0.434, 3.930, -5.123)  0.01
C (-1.431, 3.315, -4.376)  0.00
C (-1.128, 2.761, -3.145)  0.01
P (-0.744, 1.876, 1.345)  0.15
C (0.460, 1.724, 2.694)  0.02
C (1.267, 2.814, 3.006)  0.01
C (2.202, 2.721, 4.025)  0.00
C (2.337, 1.535, 4.733)  0.00
C (1.537, 0.444, 4.423)  0.00
C (0.599, 0.537, 3.407)  0.01
C (-2.309, 2.255, 2.154)  0.03
C (-2.383, 2.611, 3.497)  0.01
C (-3.605, 2.965, 4.049)  0.00
C (-4.751, 2.958, 3.270)  0.01
C (-4.682, 2.591, 1.931)  0.00
C (-3.465, 2.239, 1.375)  0.01
H (-0.316, 5.985, 2.981)  0.00
H (1.615, 7.146, 4.006)  0.00
H (3.448, 7.639, 0.371)  0.00
H (1.603, 6.498, -0.821)  0.00
H (2.591, 0.286, -1.820)  0.00
H (5.038, 0.325, -1.523)  0.00
H (6.114, 2.210, -0.343)  0.00
H (4.736, 4.068, 0.535)  0.00
H (2.283, 4.017, 0.255)  0.00
H (2.189, 3.470, -3.033)  0.00
H (1.641, 4.460, -5.222)  0.00
H (-0.670, 4.365, -6.085)  0.00
H (-2.443, 3.267, -4.755)  0.00
H (-1.902, 2.277, -2.559)  0.00
H (1.176, 3.726, 2.431)  0.00
H (2.831, 3.570, 4.259)  0.00
H (3.076, 1.455, 5.520)  0.00
H (1.648, -0.484, 4.969)  0.00
H (-0.018, -0.320, 3.159)  0.00
H (-1.490, 2.616, 4.109)  0.00
H (-3.660, 3.248, 5.092)  0.00
H (-5.702, 3.235, 3.705)  0.00
H (-5.577, 2.578, 1.324)  0.00
H (-3.406, 1.950, 0.331)  0.00
Se (1.307, -1.730, 0.472)  0.35
Se (0.617, -3.767, -0.125)  0.33
Se (-1.461, -3.609, -1.193)  0.23
Se (-2.115, -1.429, -1.261)  0.27